[1]
ORCA calculation (the ωB97M-V functional and the def2-TZVPD basis) on a molecular structure, C42H36N2O2P2SiV in a non-equilibrium geometry.

Structure (XYZ):
```
86
Properties=species:S:1:pos:R:3:forces:R:3:lowdin_charge:R:1
V -0.96354 0.46511 -0.25372 -0.671 0.113 -0.387 0.31
C -1.82566 -2.16021 -3.03225 -0.113 -0.152 -0.133 -0.22
Si -0.54088 -1.32813 -1.92946 0.170 -0.333 -0.562 0.57
C 0.89229 -0.81582 -3.09633 0.169 0.089 -0.059 -0.28
C 1.30451 -1.50205 -4.24986 -0.059 0.077 0.066 -0.10
C 2.47252 -1.15869 -4.91150 -0.006 0.024 0.034 -0.08
C 3.26890 -0.11425 -4.44094 -0.026 -0.049 -0.013 -0.08
C 2.87163 0.59977 -3.32559 -0.060 0.015 -0.009 -0.09
C 1.69008 0.25137 -2.66656 -0.062 -0.097 -0.050 -0.37
P 0.98384 1.25587 -1.31827 1.190 0.219 -0.375 1.01
C 2.31711 1.49565 -0.08515 -0.024 -0.107 0.020 -0.35
C 3.33536 0.55564 0.05883 0.038 0.036 0.022 -0.08
C 4.21735 0.63014 1.13207 -0.033 0.006 -0.026 -0.07
C 4.08910 1.64162 2.07348 0.002 -0.024 -0.009 -0.09
C 3.06872 2.57716 1.94701 -0.045 0.002 -0.070 -0.08
C 2.18512 2.49845 0.87903 0.045 -0.033 0.065 -0.12
C 0.84914 2.86654 -2.18339 -0.121 -0.017 0.016 -0.33
C 1.75276 3.90816 -2.03369 0.097 0.097 -0.041 -0.09
C 1.60418 5.08126 -2.76818 -0.028 0.001 -0.013 -0.08
C 0.55197 5.21505 -3.66089 -0.008 -0.047 0.021 -0.09
C -0.35259 4.16944 -3.82571 0.038 0.030 0.025 -0.07
C -0.20617 3.00669 -3.08849 0.075 0.029 0.012 -0.09
C 0.38697 -2.75168 -1.03473 0.023 -0.037 0.167 -0.27
C 1.15209 -3.74485 -1.65477 -0.036 0.063 0.028 -0.08
C 1.87738 -4.66398 -0.91056 -0.014 0.026 0.039 -0.08
C 1.86479 -4.60241 0.47980 -0.006 0.028 -0.032 -0.09
C 1.10558 -3.63546 1.12151 0.025 0.036 -0.026 -0.09
C 0.36485 -2.72754 0.36553 0.010 0.017 -0.051 -0.36
P -0.82351 -1.51246 1.05313 0.452 -0.990 0.564 1.01
C -2.32396 -2.57485 1.03692 -0.074 0.162 0.114 -0.32
C -2.30120 -3.87019 1.54559 -0.014 -0.129 -0.051 -0.09
C -3.43196 -4.67478 1.48912 0.060 0.018 0.002 -0.08
C -4.59603 -4.19830 0.90261 0.007 0.051 -0.018 -0.09
C -4.62324 -2.91613 0.36927 -0.005 -0.051 0.056 -0.08
C -3.49663 -2.10997 0.44393 0.086 -0.039 0.073 -0.10
C -0.25740 -1.33127 2.78843 0.007 0.003 0.003 -0.35
C -0.80337 -1.98374 3.88905 -0.043 -0.031 0.000 -0.09
C -0.26639 -1.79534 5.15562 0.015 0.031 -0.012 -0.08
C 0.81691 -0.94396 5.33875 -0.016 -0.006 -0.032 -0.09
C 1.35726 -0.27161 4.25034 -0.072 -0.007 -0.057 -0.08
C 0.81568 -0.45964 2.98336 0.001 -0.169 0.141 -0.09
H -1.39339 -3.02667 -3.55061 -0.119 0.110 0.032 0.02
H -2.21488 -1.46432 -3.78565 0.036 -0.099 0.107 0.02
H -2.66753 -2.51774 -2.42803 0.088 0.016 -0.104 0.01
H 0.69936 -2.31868 -4.63590 0.046 0.065 0.040 0.10
H 2.77290 -1.70465 -5.79914 -0.013 0.024 0.033 0.10
H 4.18404 0.14810 -4.95829 -0.028 -0.005 0.015 0.10
H 3.46523 1.43948 -2.97907 -0.008 -0.009 0.005 0.11
H 3.43100 -0.24430 -0.66479 0.017 -0.023 0.001 0.11
H 5.00325 -0.10903 1.23451 -0.042 0.026 -0.017 0.11
H 4.77773 1.69777 2.90864 -0.032 -0.003 -0.038 0.10
H 2.95884 3.36338 2.68551 -0.013 -0.035 -0.048 0.11
H 1.37770 3.21685 0.79463 -0.025 0.038 0.014 0.10
H 2.58926 3.80884 -1.35356 -0.005 0.021 0.003 0.10
H 2.31900 5.88701 -2.64597 -0.029 -0.039 0.004 0.10
H 0.43700 6.12856 -4.23126 0.003 -0.021 0.003 0.10
H -1.17406 4.26590 -4.52730 0.056 -0.016 0.051 0.10
H -0.91320 2.19611 -3.21162 -0.043 -0.019 0.008 0.11
H 1.20355 -3.79061 -2.73872 -0.014 0.005 0.061 0.09
H 2.46908 -5.42112 -1.41205 -0.014 0.012 0.011 0.10
H 2.44719 -5.30744 1.06087 -0.010 0.014 -0.008 0.10
H 1.10014 -3.58509 2.20462 -0.025 0.018 0.008 0.10
H -1.38627 -4.27149 1.96367 -0.005 0.008 0.030 0.10
H -3.39697 -5.68101 1.89098 0.001 0.054 -0.011 0.10
H -5.47677 -4.82748 0.85566 0.026 0.020 -0.014 0.10
H -5.52581 -2.54070 -0.09874 0.046 -0.007 0.015 0.10
H -3.52717 -1.11056 0.03625 0.000 0.141 -0.025 0.09
H -1.67144 -2.61840 3.76109 0.038 0.020 0.023 0.10
H -0.70167 -2.30739 6.00665 0.013 0.026 -0.058 0.10
H 1.23200 -0.79897 6.32958 -0.016 -0.005 -0.044 0.10
H 2.19564 0.40415 4.38290 -0.055 -0.047 -0.026 0.10
H 1.24197 0.06459 2.13764 0.067 0.072 -0.107 0.08
C -2.21948 4.78386 0.56234 -0.052 -0.097 0.175 0.00
N -2.47727 3.50308 1.22365 0.057 0.351 -0.288 -0.04
C -3.00134 3.41112 2.49608 0.053 0.260 -0.152 -0.05
C -3.20459 2.23796 3.09246 -0.156 -0.093 -0.072 0.02
C -2.85810 0.99898 2.39777 0.687 0.417 -0.420 -0.46
O -2.91501 -0.07748 2.94468 -0.225 -0.530 -0.141 0.06
N -2.37049 1.14091 1.07452 -0.675 0.732 0.877 0.06
C -2.18864 2.36368 0.53016 -0.426 -0.107 0.178 -0.52
O -1.70833 2.43480 -0.64180 -0.214 -0.106 0.530 -0.09
H -2.54326 5.58428 1.22067 -0.027 0.018 0.050 0.09
H -2.76040 4.84464 -0.37679 -0.069 -0.034 -0.063 0.10
H -1.16059 4.90045 0.34611 0.087 -0.038 0.002 0.09
H -3.22905 4.35589 2.97013 0.032 0.030 -0.016 0.13
H -3.60274 2.17218 4.09420 0.015 -0.017 -0.061 0.12
```
Forces are in eV/Å.

As for the relative energy (zero: lowest compared OMol25 entry of this formula, charge and spin): 34.1 kJ/mol. Its multiplicity is 4. The calculation puts the largest force on an atom at 1.33 eV/A. Its total energy is -3798.36779 Ha. As for the total charge: 0.

***

[2]
ORCA calculation (the ωB97M-V functional and the def2-TZVPD basis) on a molecular structure, C42H37AuBBrF5N3O5Si in a non-equilibrium geometry.

Structure (XYZ):
```
96
Properties=species:S:1:pos:R:3:forces:R:3:lowdin_charge:R:1
Au -1.05818 -0.40465 -0.50360 -2.196 -1.161 0.575 1.00
F 4.75972 -2.55885 -1.35740 -0.006 0.209 0.007 0.04
C 4.39422 -1.23905 -1.37860 -0.398 -0.240 -0.065 -0.18
C 3.05552 -0.93865 -1.49120 0.226 0.584 0.110 0.12
C 2.62282 0.39915 -1.42260 1.363 -0.659 0.084 -0.04
C 1.22672 0.71505 -1.52700 -1.847 -1.096 -0.720 -0.28
O 0.39512 -0.19355 -1.90480 2.871 1.591 -0.848 -0.10
C 0.87772 2.07045 -1.23950 -0.122 0.294 0.052 -0.02
C 1.85382 3.00145 -1.06330 -0.188 -0.578 -0.193 0.06
N 3.18542 2.71705 -1.08090 -0.295 0.009 0.132 0.00
C 4.13402 3.77815 -0.95160 0.355 0.303 -0.111 -0.27
C 3.89282 4.86925 0.04560 -0.029 0.041 -0.045 -0.08
C 4.98702 3.87435 0.28420 0.018 -0.008 0.068 -0.11
C 3.59562 1.41005 -1.24220 -0.454 -0.300 0.041 -0.12
C 4.94172 1.07775 -1.23100 0.515 -0.841 -0.066 0.05
C 5.37772 -0.25755 -1.28230 -0.242 1.071 -0.005 -0.14
N 6.77742 -0.49015 -1.25850 -0.190 -0.071 -0.029 -0.10
C 7.57702 0.14975 -0.25280 0.035 -0.047 0.282 -0.14
C 7.82482 -0.77195 0.95610 -0.326 0.893 -0.003 -0.08
N 8.44162 -2.03705 0.47260 0.297 -0.203 0.183 0.05
C 7.56092 -2.71185 -0.52400 -0.475 -0.207 -0.814 -0.09
C 7.34402 -1.73375 -1.69130 -0.046 -0.355 0.024 -0.14
C -0.54828 2.57135 -1.09720 -1.302 -0.389 -0.012 -0.63
O -0.72438 3.78045 -1.09910 0.454 1.104 0.006 0.02
O -1.48848 1.72255 -0.96210 0.223 1.285 -0.651 -0.15
H 2.31822 -1.71915 -1.58810 -0.184 -0.238 0.001 0.14
H 1.57352 4.03325 -0.91940 -0.077 0.031 0.046 0.14
H 4.59252 4.05935 -1.89670 0.019 0.049 0.102 0.16
H 3.01312 4.81555 0.66840 -0.046 -0.131 0.028 0.11
H 4.15522 5.87505 -0.24190 0.067 0.032 -0.087 0.11
H 4.81702 3.13895 1.05530 -0.099 -0.101 0.058 0.11
H 6.01702 4.18925 0.18800 0.012 0.041 -0.106 0.10
H 5.68072 1.85895 -1.19770 0.080 0.103 -0.014 0.11
H 7.07212 1.04725 0.09950 0.164 -0.035 0.059 0.12
H 8.54182 0.44515 -0.68870 -0.013 0.033 0.073 0.14
H 6.87512 -1.01105 1.43650 0.084 -0.154 -0.010 0.15
H 8.48862 -0.29855 1.68150 0.025 -0.153 -0.041 0.14
H 8.64072 -2.66315 1.26000 0.065 0.149 -0.217 0.19
H 9.32742 -1.80305 0.00330 -0.111 -0.174 0.266 0.19
H 6.60902 -2.95515 -0.05060 0.136 0.081 0.093 0.13
H 8.03442 -3.63465 -0.85950 0.114 0.065 0.099 0.14
H 6.69842 -2.19385 -2.43540 0.155 -0.067 0.042 0.14
H 8.31652 -1.53205 -2.16510 -0.028 -0.020 -0.011 0.14
C -5.52768 1.54615 -4.92560 0.016 -0.008 0.011 -0.09
C -4.16628 1.39935 -4.71890 0.055 0.023 -0.099 -0.08
C -3.68598 0.88725 -3.52450 0.111 -0.083 0.129 -0.08
C -4.56718 0.51555 -2.51400 0.548 -0.222 0.376 -0.26
C -5.93828 0.67105 -2.73590 0.130 -0.144 0.367 -0.10
C -6.41598 1.17895 -3.92840 -0.084 0.021 -0.075 -0.09
Si -4.07018 -0.22365 -0.83890 -0.037 -0.256 0.341 1.06
C -4.48618 -2.04695 -0.66280 0.267 0.697 -0.011 -0.27
C -5.00678 -2.76985 -1.73850 0.115 0.313 -0.120 -0.08
C -5.40668 -4.08165 -1.57580 -0.066 -0.176 -0.028 -0.07
C -5.28398 -4.70185 -0.34190 0.021 0.145 -0.055 -0.06
C -4.74328 -4.00395 0.72570 -0.035 -0.087 0.107 -0.06
C -4.34288 -2.69265 0.56870 0.090 0.219 -0.002 -0.09
C -4.65028 0.83265 0.61650 0.340 -0.290 -0.347 -0.26
C -5.70078 0.37715 1.41910 0.112 -0.269 -0.356 -0.10
C -6.15388 1.12565 2.48960 -0.120 0.128 0.115 -0.11
C -5.55528 2.33915 2.78850 -0.055 -0.064 -0.042 -0.09
C -4.50868 2.79945 2.00410 -0.040 0.107 0.055 -0.07
C -4.06188 2.05995 0.92450 0.078 -0.030 -0.194 -0.08
H -5.90038 1.94445 -5.85870 0.008 0.029 -0.062 0.10
H -3.47028 1.68365 -5.49420 0.067 0.031 -0.055 0.10
H -2.62268 0.77975 -3.36880 0.124 0.030 0.018 0.10
H -6.63678 0.38655 -1.96280 -0.184 -0.015 0.116 0.10
H -7.48088 1.28655 -4.07880 -0.057 0.008 0.002 0.10
H -5.08768 -2.30355 -2.71110 -0.031 0.032 -0.077 0.10
H -5.80308 -4.62935 -2.41790 -0.027 -0.034 -0.077 0.10
H -5.59488 -5.72875 -0.21690 0.001 -0.081 -0.006 0.10
H -4.62228 -4.48675 1.68400 0.053 -0.047 0.054 0.11
H -3.88068 -2.16555 1.38830 0.036 0.064 0.141 0.10
H -6.16728 -0.57255 1.19870 -0.049 -0.127 0.034 0.10
H -6.96928 0.75715 3.09580 -0.035 -0.030 0.040 0.10
H -5.90858 2.92025 3.62780 0.011 0.045 0.088 0.10
H -4.03748 3.74465 2.23140 0.054 0.066 0.017 0.11
H -3.23748 2.41685 0.32570 0.152 0.071 -0.091 0.09
F 0.41532 -3.78135 -0.98700 1.337 0.213 0.029 0.12
B -0.94338 -3.97505 -1.02230 -0.578 0.803 0.077 -1.34
F -1.37758 -4.64085 0.09430 -0.293 -0.536 0.872 0.14
F -1.32018 -4.62335 -2.16560 -0.285 -0.510 -0.929 0.14
F -1.57018 -2.66245 -1.02060 -0.275 -0.619 -0.281 -0.02
Br -4.92988 -0.02065 6.03990 -0.055 0.000 -0.021 0.72
C -3.14798 -0.09015 5.38280 -0.103 0.001 0.118 -0.66
C -2.11658 -0.22525 6.29750 -0.124 0.070 0.018 -0.14
C -0.81298 -0.24435 5.83260 -0.025 -0.033 -0.006 -0.08
C -0.56258 -0.15695 4.47720 -0.062 0.016 -0.085 -0.02
C -1.61108 -0.06885 3.56850 0.042 -0.088 0.294 -0.11
C -2.92298 -0.02075 4.02120 0.126 -0.025 0.026 -0.05
C -1.26858 -0.10845 2.11830 0.435 0.054 -0.310 -0.61
O -0.11688 0.15275 1.75410 0.528 0.228 0.673 -0.02
O -2.17288 -0.46875 1.29770 -0.945 -0.351 0.852 -0.15
H -2.33478 -0.30985 7.35200 -0.017 0.023 0.037 0.09
H 0.00442 -0.34685 6.52940 0.084 0.007 0.106 0.10
H 0.44092 -0.17385 4.08640 0.131 -0.023 -0.050 0.11
H -3.73858 0.06825 3.32240 -0.097 -0.042 -0.116 0.09
```
Forces are in eV/Å.

The calculation puts the largest force on an atom at 3.39 eV/A. Its total energy is -5686.62928 Ha. As for the total charge: 0.

***

- Look up the largest force on an atom of the second one.
  3.39 eV/A